{"formula": "C28H42Br2F7N5O9", "method": "wB97M-V/def2-TZVPD", "e_lumo_ha": -0.0750, "homo_lumo_gap_ev": 6.719, "smiles": "C/C(Br)=C(/Br)C1=CC(=O)C(COO)=C(C(F)(F)C(F)(F)C(F)(F)F)C1=O.CNC(C)=O.CNC(C)=O.CNC(C)=O.CNC(C)=O.CNC(C)=O", "total_energy_ha": -7889.6320, "elements": ["F", "F", "C", "C", "C", "C", "H", "H", "H", "C", "H", "H", "H", "O", "H", "C", "Br", "O", "C", "O", "H", "C", "C", "H", "H", "F", "H", "C", "H", "H", "C", "N", "O", "C", "H", "H", "O", "C", "H", "C", "O", "H", "C", "H", "C", "H", "H", "N", "H", "C", "C", "N", "H", "Br", "H", "H", "H", "C", "H", "C", "H", "H", "H", "H", "H", "H", "N", "H", "F", "C", "H", "O", "C", "H", "H", "H", "C", "H", "H", "N", "O", "C", "F", "C", "F", "H", "H", "C", "C", "O", "F", "C", "H"], "coordinates": [[-0.20629, 5.51426, 3.24870], [-2.61217, 5.32572, 1.65725], [-1.78404, 3.45670, 0.17385], [9.07426, 0.83086, -1.94538], [-1.44034, -9.66978, 3.69342], [-6.34377, 2.99362, -4.07382], [8.71375, 0.52961, -2.93238], [-3.86038, 3.97326, -2.30182], [-2.85233, 1.20443, 1.69849], [-0.94044, -4.83203, 3.82232], [-0.55904, -6.86586, 3.27712], [-2.46703, -10.00087, 3.86873], [10.01106, 0.31677, -1.72842], [0.83915, 3.19384, -2.10477], [-1.75421, -12.05348, 6.51623], [-0.10615, 4.78911, 1.92666], [6.26835, 3.35253, 1.02042], [7.14007, -0.43090, 0.83478], [-0.90259, 0.85057, 0.36735], [-4.35271, 6.55757, -5.65194], [-5.17616, 5.07018, -2.79507], [1.21362, -5.32342, 5.04405], [-2.87482, 7.89829, -6.97742], [2.73618, -0.35046, 0.56868], [-2.27551, -6.42032, 3.32224], [-1.53534, 4.52310, -0.86794], [-1.47612, -2.50353, 2.22538], [8.12130, -0.28391, 0.10967], [-3.74971, 4.86023, -3.84330], [-3.22274, 8.34734, -7.91109], [1.83515, 0.30021, 0.13650], [0.23938, -4.47135, 4.40592], [-6.68095, 1.97994, -4.68123], [3.57753, 2.43408, -0.28404], [4.71399, 1.97767, 3.26153], [0.42023, -3.47480, 4.36754], [-1.66108, -3.97313, 3.31917], [-4.43071, 4.35847, -3.15106], [-1.81290, 7.64907, -7.04554], [-0.69943, 2.26798, -0.13707], [-0.31404, -8.30440, 5.30765], [-2.89786, -0.24592, 0.49614], [4.44389, 2.44384, 0.94214], [-0.88863, -10.42100, 3.12270], [-1.31084, -6.28904, 3.82164], [7.13280, 0.96300, -1.09816], [9.68434, -1.63067, -0.45804], [-0.61877, -10.45546, 5.87430], [-3.62321, 5.40516, -9.61806], [-2.18971, 0.35034, 1.25012], [-7.34493, 3.99525, -3.56938], [-5.02131, 3.23604, -3.83933], [-8.35488, 3.66581, -3.83149], [4.38089, 3.35008, -1.92045], [-1.47054, -8.74529, 3.10893], [-4.19647, 4.83766, -7.29412], [-3.00757, 8.62774, -6.17274], [9.42761, -0.97728, 0.37957], [-2.33205, 6.47363, -9.01073], [0.27444, -0.29626, 0.05523], [2.84331, 1.97393, 2.63978], [9.33593, -1.59086, 1.28087], [-1.55767, -11.97994, 4.74604], [-1.40157, -6.65230, 4.84841], [-0.14549, -10.20536, 6.73498], [10.21614, -0.23857, 0.54377], [-3.63341, 5.63464, -7.56814], [2.16498, -5.20232, 4.51952], [-3.21815, 3.04245, -0.06022], [-0.75199, -9.41196, 5.00481], [0.92280, -6.37422, 5.03085], [0.00957, -1.57950, -0.21878], [-3.67471, 6.66272, -6.67148], [4.03543, 0.56080, 2.16534], [-7.16765, 4.96809, -4.03477], [-4.40811, 2.51829, -4.20830], [2.07775, 1.71577, -0.35589], [9.24159, 1.91098, -1.93822], [1.32888, -4.99054, 6.07876], [8.04257, 0.53163, -0.98181], [-1.76531, -0.66746, 2.25561], [-1.60510, 4.20028, 1.62384], [0.38681, 5.79229, 0.95573], [-2.90373, 5.56681, -8.81126], [0.93695, 3.73719, 2.14383], [-7.27926, 4.07436, -2.48133], [-2.22426, 4.71213, -8.75913], [-1.06203, -11.81810, 5.70370], [0.73045, 2.48884, -0.97652], [-2.18950, -1.86585, 1.86919], [-1.96243, 3.33582, 2.80084], [3.96481, 1.73550, 2.36427], [-0.18785, -12.47036, 5.77605]], "atomic_forces_ev_per_a": [[0.4, -2.5, -4.6], [3.6, -3.5, -0.1], [-0.3, 0.4, -3.0], [-0.4, 0.3, -0.2], [-0.1, 0.2, -0.2], [0.4, -0.8, -0.4], [0.3, 0.1, -0.1], [0.0, 0.3, 0.0], [1.8, -1.5, -0.6], [0.3, 0.4, 0.0], [0.0, 0.1, 0.3], [0.1, -0.1, -0.1], [-0.2, 0.1, 0.0], [-0.9, -4.4, 7.3], [0.0, -0.3, -0.2], [2.5, 2.3, 2.2], [-2.5, -1.2, -0.2], [0.4, 0.0, -0.2], [0.4, 3.3, -0.8], [0.3, 0.1, -0.4], [0.1, -0.2, -0.2], [0.3, 0.3, 0.1], [0.1, 0.3, 0.1], [-2.4, 1.4, -1.2], [0.2, 0.3, 0.0], [-0.8, -3.0, 3.4], [-1.6, 1.0, -0.5], [-0.9, 0.3, 0.1], [-0.1, 0.3, 0.3], [0.2, 0.0, 0.0], [0.1, 3.7, -1.3], [-0.8, -0.1, -0.5], [0.0, 0.4, 0.2], [1.7, -0.2, 3.1], [-1.8, -0.3, -2.2], [0.0, -0.3, 0.0], [0.2, -0.2, 0.0], [0.6, -0.2, 0.0], [-0.1, 0.1, -0.2], [0.1, -4.3, 1.4], [0.2, -1.0, 0.2], [1.6, 1.3, 1.5], [-3.2, -0.5, -2.0], [-0.2, 0.0, 0.0], [-0.5, 0.5, -0.1], [0.2, 0.0, 0.0], [0.2, 0.1, 0.0], [0.0, 0.7, -0.5], [0.3, 0.1, -0.2], [-0.4, -1.4, -1.7], [-0.3, 0.1, 0.0], [-0.8, -0.2, -0.2], [0.3, -0.1, 0.0], [-1.3, -1.2, 1.8], [0.0, -0.3, 0.2], [0.1, 0.2, -0.1], [-0.1, -0.3, -0.1], [0.1, -0.2, 0.2], [-0.1, -0.1, 0.1], [-0.2, -4.2, -0.9], [2.4, -0.2, -0.7], [-0.1, 0.2, -0.2], [0.1, 0.1, 0.2], [0.2, 0.1, -0.4], [-0.1, -0.1, -0.2], [0.1, -0.1, -0.1], [-0.1, 0.5, 0.5], [0.1, -0.2, 0.2], [4.5, 1.2, 1.2], [0.4, 0.2, 0.7], [-0.1, 0.2, 0.0], [1.6, 8.4, 1.9], [-0.6, -0.5, 0.5], [0.0, 2.6, 0.6], [0.0, 0.0, 0.2], [-0.2, 0.2, 0.1], [-0.6, -3.4, 1.5], [0.2, -0.1, -0.2], [0.2, -0.3, 0.0], [0.0, -0.5, 0.6], [0.9, 5.9, 0.0], [-2.8, 0.7, 1.6], [-1.8, -4.0, 3.3], [-0.2, -0.4, 0.0], [-3.8, 3.5, -1.2], [0.0, 0.2, -0.1], [0.1, 0.1, -0.3], [0.2, -0.1, 0.4], [0.9, 3.0, -4.4], [-0.1, -4.4, -0.9], [1.3, 2.5, -4.0], [0.6, -0.8, -0.6], [-0.2, -0.2, -0.1]], "mulliken_charge": [-0.259, -0.288, 0.780, -0.878, -1.187, 0.706, 0.288, -0.138, 0.261, 0.415, 0.385, 0.360, 0.343, -0.530, 0.287, 0.543, -0.131, -0.624, 0.438, -0.628, 0.344, -0.668, -1.331, 0.269, 0.341, -0.300, 0.392, 0.863, 0.188, 0.363, -0.336, -0.111, -0.684, -0.177, 0.361, 0.226, -0.709, -0.367, 0.369, -0.086, -0.626, 0.299, 0.086, 0.386, -1.046, 0.140, 0.364, -0.188, 0.294, -0.135, -1.094, -0.082, 0.293, -0.114, 0.170, 0.223, 0.290, -1.322, 0.335, 0.069, 0.174, 0.280, 0.328, 0.348, 0.250, 0.354, -0.136, 0.289, -0.315, 0.792, 0.199, -0.505, 0.815, 0.209, 0.286, 0.207, 0.567, 0.280, 0.282, -0.052, -0.215, 0.677, -0.207, -0.881, -0.183, 0.329, 0.289, -0.853, 0.125, -0.370, -0.257, -0.822, 0.284]}